Below is the molecule C21H21N5O2S2 at a distorted geometry, with properties calculated with the ωB97M-V functional and the def2-TZVPD basis.

HOMO energy: -0.294 Eh
Kohn-Sham gap: 8.6456 eV
ΔE to the lowest compared entry with this formula, charge and spin: 0.0 kJ/mol
SMILES: Cc1csc(NC(=O)CSc2nnc(-c3ccoc3C)n2CCc2ccccc2)n1
E_tot: -55334.0230 eV
LUMO level: 0.6 eV
F_max: 1.30 eV Å⁻¹

Element x y z (Å)
S: -1.2131 2.4575 -1.2689
S: -4.6126 0.1477 0.1343
O: 0.5381 -4.6541 -0.1587
O: -3.8024 4.5921 -0.1994
N: -3.6230 2.6119 0.8348
N: -1.7540 -1.3216 -1.5391
N: -2.1532 -0.0589 -1.7311
N: -0.1920 -0.0128 -0.7347
N: -2.5764 0.6498 1.6218
C: -3.4737 1.2395 0.9154
C: 4.3586 0.7311 -0.1550
C: 4.3014 3.3792 0.6373
C: 1.6970 -3.9870 -0.0148
C: -1.2194 0.7186 -1.2537
C: 0.9690 0.5413 -0.0988
C: 2.0460 0.9134 -1.1289
C: -1.7364 -1.5464 2.3509
C: 3.2399 1.5035 -0.4349
C: 1.5259 -2.6658 -0.2681
C: 5.4417 1.2769 0.5120
C: -1.7854 -4.2443 -0.7653
C: 0.1452 -2.5035 -0.5958
C: 5.4147 2.6019 0.9103
C: 3.2205 2.8326 -0.0301
C: -3.5336 3.4178 -0.2676
C: -0.5798 -1.3124 -0.9547
C: -3.7382 -1.1536 0.8322
C: -2.9969 2.7673 -1.5235
C: -0.4040 -3.7658 -0.5190
C: -2.6991 -0.7041 1.5878
H: -3.4451 1.8043 -1.7595
H: 4.3908 -0.3031 -0.4696
H: -2.0072 -1.5554 3.4063
H: 2.5611 -4.5549 0.2660
H: 2.3317 0.0233 -1.6938
H: -0.7353 -1.1309 2.2662
H: -1.7855 -4.9866 -1.5620
H: -1.7427 -2.5647 1.9737
H: 1.6190 1.6399 -1.8240
H: 6.2601 3.0288 1.4290
H: -3.0941 3.4613 -2.3567
H: 2.2936 -1.9216 -0.2489
H: 4.2766 4.4146 0.9430
H: 6.3083 0.6663 0.7191
H: 1.3543 -0.1799 0.6245
H: -2.3959 -3.3981 -1.0651
H: -4.0231 -2.1652 0.6305
H: -2.1931 -4.7154 0.1289
H: 2.3541 3.4406 -0.2477
H: 0.6552 1.4414 0.4397
H: -3.7878 3.1038 1.7057

Forces on the atoms, in the same order (eV/Å):
S 0.0 0.3 -0.2
S 0.6 0.3 0.8
O -0.1 -0.4 0.0
O 0.0 0.3 -0.1
N -0.3 0.6 0.5
N 0.4 -0.9 0.0
N 0.0 1.0 -0.2
N -0.8 -0.2 -0.3
N 0.4 0.6 0.3
C -0.8 -0.9 -0.6
C 0.0 0.0 0.0
C 0.0 0.1 0.0
C 0.5 0.7 0.0
C -0.1 -0.1 -0.1
C 0.5 0.1 0.0
C -0.1 0.0 0.3
C -0.1 0.0 0.0
C 0.0 0.0 -0.1
C 0.1 -0.5 0.1
C 0.1 0.0 0.1
C 0.2 -0.2 0.1
C -0.1 -1.0 0.2
C 0.1 0.0 0.0
C 0.0 -0.1 0.0
C 0.0 -0.2 -0.1
C -0.3 0.2 -0.2
C -0.1 0.3 -0.1
C 0.3 0.1 -0.1
C -0.3 1.1 -0.2
C -0.5 -0.5 -0.2
H 0.0 0.0 -0.1
H 0.0 -0.1 -0.1
H 0.1 0.0 0.1
H 0.1 -0.2 0.0
H 0.0 0.0 0.0
H 0.1 0.0 0.0
H -0.1 -0.1 -0.1
H 0.1 -0.1 0.0
H 0.0 -0.1 -0.1
H 0.1 0.0 0.0
H -0.1 -0.1 0.1
H 0.2 0.1 0.0
H 0.0 0.1 0.0
H 0.1 0.0 0.0
H -0.1 0.1 0.0
H 0.0 -0.1 0.0
H 0.0 -0.3 -0.1
H -0.1 -0.1 0.1
H -0.1 0.1 0.0
H 0.0 -0.2 0.1
H 0.0 0.0 -0.2

---

Below is the ion C7H8F3N4OS with charge +1 at a distorted geometry, with properties calculated with the ωB97M-V functional and the def2-TZVPD basis.

HOMO energy (alpha / beta): -0.375 / -0.508 Eh
Kohn-Sham gap (alpha / beta): 5.9885 / 5.1969 eV
charge: +1
E_tot: -34371.7630 eV
LUMO level (alpha / beta): -4.2 / -8.6 eV
expectation value of S²: 2.01
F_max: 4.40 eV Å⁻¹
multiplicity: 3

Element x y z (Å)
S: -0.8077 1.7795 -1.1947
F: 3.5793 1.5895 0.3484
F: 2.2870 2.3266 -1.2543
F: 3.2938 0.4326 -1.3896
O: -0.8596 -1.7379 -1.9958
N: -1.5403 -2.7326 -1.4372
N: -0.9042 -1.2698 0.1380
N: -0.8532 2.9404 1.1271
N: 0.7541 1.2830 0.9071
C: 1.4314 0.5035 -0.0004
C: -2.1278 -3.2706 0.9424
C: -1.6398 -2.3987 -0.1665
C: 2.6926 1.2259 -0.5519
C: -0.2259 2.0158 0.4169
C: -0.4685 -0.9064 -0.9960
C: 0.3154 0.2865 -1.3124
H: -1.3044 3.8004 0.8435
H: -0.8805 3.0112 2.1235
H: 1.2994 1.7556 1.6110
H: 0.9609 0.3768 -2.1217
H: -1.4605 -4.0361 1.0670
H: 1.7118 -0.3842 0.3939
H: -2.2647 -2.8270 1.9894
H: -2.9886 -3.7638 0.5123

Forces on the atoms, in the same order (eV/Å):
S 1.4 -1.0 -0.1
F -0.2 0.4 0.8
F 0.1 0.0 0.4
F 0.7 -1.0 -1.2
O 1.4 1.6 -0.6
N -1.6 -0.6 1.5
N -0.6 0.2 0.8
N -2.1 2.6 1.9
N 1.1 -0.2 2.1
C -0.9 2.1 -3.7
C -1.9 1.6 0.0
C 1.4 -0.4 1.0
C -1.3 0.2 -0.6
C -2.1 1.5 -1.7
C -0.3 -0.6 -2.1
C 1.4 0.8 4.0
H 0.4 -0.3 -1.2
H 0.3 -1.1 0.8
H 0.4 0.0 0.2
H 0.3 -0.4 -2.1
H 2.0 -2.0 0.3
H 0.8 -3.1 0.9
H -0.1 -0.1 -2.0
H -0.7 -0.1 0.6

---

Below is the molecule C3H2FNO2 at a distorted geometry, with properties calculated with the ωB97M-V functional and the def2-TZVPD basis.

HOMO energy: -0.344 Eh
Kohn-Sham gap: 9.9742 eV
ΔE to the lowest compared entry with this formula, charge and spin: 254.8 kJ/mol
SMILES: O=c1o[nH]cc1F
E_tot: -11442.4829 eV
LUMO level: 0.6 eV
F_max: 7.09 eV Å⁻¹

Element x y z (Å)
F: 2.3049 -0.4275 -0.1337
O: -1.0273 0.9127 -0.2218
O: 0.7541 2.3023 -0.0178
N: -1.2893 -0.4697 -0.1432
C: 0.3024 1.2295 0.0462
C: 1.0053 -0.1060 -0.0549
C: -0.1116 -0.9783 0.0496
H: -1.9803 -0.4571 0.4650
H: 0.0418 -2.0059 0.0106

Forces on the atoms, in the same order (eV/Å):
F -1.1 0.5 0.3
O -0.7 1.8 0.4
O 0.2 2.7 0.6
N 2.0 3.3 -3.8
C 1.5 -3.6 -2.4
C -4.7 -1.2 1.1
C 7.0 -0.7 -0.3
H -4.1 -1.1 3.7
H -0.1 -1.8 0.3

---

Below is a structure of composition C41H57BI2N10O3S6SbSr at a distorted geometry, with properties calculated with the ωB97M-V functional and the def2-TZVPD basis.

HOMO energy (alpha / beta): -0.029 / -0.066 Eh
Kohn-Sham gap (alpha / beta): 4.2399 / 5.2529 eV
ΔE to the lowest compared entry with this formula, charge and spin: 43.5 kJ/mol
charge: -2
E_tot: -153760.3102 eV
LUMO level (alpha / beta): 3.5 / 3.5 eV
expectation value of S²: 0.76
F_max: 2.48 eV Å⁻¹
multiplicity: 2

Element x y z (Å)
I: 1.7521 0.8953 -6.2542
I: 4.9247 5.2691 -3.7523
Sb: -2.1743 2.1638 -3.5306
Sr: -0.3254 0.3431 -1.3055
S: -2.0054 2.7629 1.4212
S: -3.0715 0.7274 -1.8427
S: 3.1132 1.1957 2.3630
S: -0.7003 -1.9259 1.0731
S: -3.6737 2.3205 -5.2909
S: -1.4837 4.1501 -2.6015
O: -4.4659 -3.0881 -6.3599
O: 0.6566 0.7623 -3.3112
O: 1.9405 -1.0785 -1.1473
N: 1.0147 -0.1353 3.4259
N: 2.0260 -1.7598 -3.2877
N: -0.2103 2.0818 3.2903
N: -1.0690 -1.9050 -2.9435
N: 2.9186 -1.0912 3.8910
N: -2.5683 -1.6390 -4.8907
N: -3.1283 -1.3013 2.2614
N: -0.6354 4.2188 3.3365
N: 1.1371 2.3047 -1.0875
N: -1.4319 -0.0462 2.8098
C: 1.8377 2.5443 -2.2373
C: -2.5072 0.3753 3.5506
C: 1.3679 3.0296 -0.0251
C: -0.9313 3.0521 2.6848
C: 2.2055 -4.3311 -1.5237
C: -3.1010 -3.4502 -6.4008
C: 1.5230 1.7051 -3.3903
C: -3.9204 -2.2229 0.1103
C: 3.1259 -3.1029 -1.5925
C: -0.5009 6.5989 3.8772
C: 1.7721 -4.1564 -4.0542
C: -1.7868 -1.7759 -3.8428
C: 0.7494 -1.2201 4.2297
C: 2.3211 -1.8911 -1.9821
C: 1.9173 -1.8222 4.5222
C: 2.8178 3.5511 -2.3086
C: -1.2291 5.5386 3.0479
C: -3.5605 -0.4049 3.2327
C: 2.2004 2.0157 -4.5613
C: 4.7291 -1.7653 2.3794
C: -2.2071 -2.2463 -6.1596
C: 3.1600 3.0365 -4.6498
C: 3.0903 4.2646 -1.1162
C: 2.3473 -0.0394 3.2297
C: 1.1825 -4.3819 -2.6635
C: 5.1991 -0.3578 4.4326
C: 2.3835 4.0043 0.0150
C: 4.5655 -2.7415 4.6506
C: -1.0734 5.9052 1.5717
C: 4.3441 -1.4692 3.8300
C: 0.5376 2.6246 4.3074
C: 2.3557 -2.7429 -4.2957
C: -2.7017 5.5078 3.4520
C: -3.5072 -3.7165 2.1061
C: -1.8024 -1.0750 2.0395
C: -3.9904 -1.2971 -4.7591
C: 0.2664 3.9432 4.3630
C: -4.8174 -2.5189 -5.0968
C: -5.4263 -2.1348 2.0624
C: 3.4719 3.7796 -3.5502
C: -3.9735 -2.3445 1.6300
B: -0.0645 0.6855 2.6639
H: 6.2439 -0.6739 4.4431
H: 0.5746 6.5771 3.6973
H: 1.9856 -2.3376 -5.2379
H: 5.7910 -2.0136 2.3312
H: 1.4385 -0.9617 -3.5357
H: -2.9163 -3.8808 -7.3868
H: 0.9923 -4.3523 -4.7936
H: 3.8735 5.0123 -1.1160
H: -2.4427 1.2208 4.2128
H: -4.2168 -1.2253 -0.2101
H: 0.7503 2.8393 0.8460
H: -0.8756 7.5769 3.5768
H: -4.7073 -3.2857 -4.3169
H: -3.1537 6.4870 3.2860
H: 2.5636 -4.8914 -4.2386
H: -5.8693 -2.2433 -5.1751
H: 0.4096 -3.6267 -2.4860
H: 2.5884 4.5186 0.9439
H: -0.0308 5.8154 1.2578
H: 5.1037 0.5606 3.8560
H: 5.6199 -3.0072 4.5718
H: -5.5698 -2.2936 3.1332
H: -4.1961 -0.4469 -5.4164
H: -2.3608 -1.5014 -6.9459
H: -0.6820 6.4875 4.9479
H: -4.1625 -0.9504 -3.7375
H: -5.7833 -1.1407 1.7949
H: 1.6649 -4.3079 -0.5758
H: 3.5848 -2.8994 -0.6241
H: 0.2385 0.7766 1.5119
H: -1.6685 5.2693 0.9215
H: 4.5317 -0.9055 1.7430
H: -2.7976 5.2509 4.5090
H: -1.3820 6.9444 1.4459
H: 4.8843 -0.1611 5.4592
H: 3.9242 -3.2656 -2.3209
H: -6.0347 -2.8651 1.5305
H: 4.1522 -2.6141 2.0028
H: -1.1537 -2.5295 -6.1425
H: -4.5762 -0.3478 3.5661
H: 1.2118 2.0311 4.8991
H: 3.9808 -3.5793 4.2716
H: -3.2335 4.7670 2.8567
H: -2.8939 -4.2150 -5.6354
H: 0.6740 -5.3487 -2.6448
H: -4.6151 -2.9497 -0.3169
H: -0.2538 -1.4964 4.4949
H: -2.9242 -2.4132 -0.2826
H: 2.1065 -2.7015 5.1040
H: 2.8248 -5.2332 -1.5225
H: 4.3323 -2.5929 5.7061
H: 0.6499 4.6917 5.0262
H: 3.4432 -2.8066 -4.4052
H: -3.5654 -3.7785 3.1954
H: -2.4797 -3.9006 1.7973
H: -4.1513 -4.4857 1.6771
H: 3.6478 3.2253 -5.5956

Forces on the atoms, in the same order (eV/Å):
I 0.0 -0.1 -0.1
I 0.1 0.1 0.0
Sb -0.6 0.3 -0.4
Sr -0.8 -1.5 1.8
S 0.0 0.2 -0.2
S -0.5 0.1 -0.1
S -0.1 0.0 0.0
S 0.1 -0.3 -0.4
S 0.0 -0.1 0.0
S 0.1 0.0 0.0
O 0.0 0.0 0.0
O 0.7 0.2 -0.7
O -0.3 0.2 0.3
N -0.4 0.1 0.1
N 0.1 -0.2 0.0
N 0.5 -0.3 0.0
N 0.1 0.0 0.1
N 0.1 -0.2 0.1
N -0.1 0.1 0.1
N -0.1 0.0 0.1
N 0.1 0.2 0.0
N 0.6 0.6 -0.4
N 0.3 0.4 0.3
C 0.0 -0.1 0.1
C -0.2 -0.1 0.1
C 0.2 0.0 0.0
C -0.5 0.1 -0.1
C 0.0 0.0 0.0
C 0.0 -0.1 0.0
C 0.0 0.2 0.1
C 0.0 0.0 -0.1
C 0.1 -0.1 0.0
C 0.0 0.0 0.0
C 0.0 -0.1 0.0
C 0.0 0.0 0.0
C 0.2 -0.1 0.0
C 0.1 0.2 -0.3
C -0.1 0.1 0.0
C 0.1 0.1 0.0
C 0.0 0.1 0.1
C 0.2 0.2 0.0
C 0.3 0.2 0.0
C 0.0 0.0 0.0
C 0.1 0.1 -0.1
C -0.1 -0.1 0.0
C 0.1 0.0 -0.1
C 0.1 0.2 -0.2
C 0.0 0.1 0.1
C 0.1 0.1 0.0
C -0.2 0.0 0.0
C 0.0 0.0 0.0
C 0.1 0.0 -0.1
C 0.0 -0.2 0.1
C -0.1 0.1 0.2
C 0.1 0.1 -0.1
C -0.1 0.0 -0.1
C 0.1 -0.1 0.0
C 0.0 -0.4 -0.3
C 0.1 0.1 0.1
C 0.0 -0.2 -0.1
C -0.1 0.0 0.0
C 0.0 0.0 0.0
C -0.1 -0.1 0.1
C 0.0 0.1 0.0
B -0.1 -0.2 0.2
H 0.0 0.0 0.0
H 0.0 0.0 0.0
H 0.0 0.0 0.0
H 0.0 0.0 0.0
H 0.0 0.1 0.0
H 0.0 0.0 0.0
H 0.0 0.0 0.0
H 0.0 0.0 0.0
H 0.0 0.0 0.0
H 0.0 0.1 0.0
H 0.1 0.0 -0.1
H 0.0 0.0 0.0
H 0.0 0.0 0.0
H 0.0 0.0 0.0
H 0.0 0.0 0.0
H 0.0 0.0 0.0
H 0.1 -0.1 0.0
H 0.0 0.0 0.0
H 0.0 0.0 0.0
H 0.0 -0.1 0.0
H 0.0 0.0 0.0
H 0.0 0.0 0.0
H 0.0 -0.1 0.0
H 0.0 0.0 0.0
H 0.0 0.0 0.0
H 0.0 0.0 0.0
H 0.0 0.0 0.0
H 0.0 0.0 0.0
H -0.1 0.0 -0.1
H 0.0 0.0 -0.1
H 0.0 0.0 0.0
H 0.0 0.0 0.0
H 0.0 0.0 0.0
H 0.0 0.0 -0.1
H 0.0 0.0 0.0
H 0.0 0.0 0.0
H 0.0 0.0 0.0
H 0.0 0.0 0.0
H 0.0 0.0 0.0
H 0.0 0.0 0.0
H 0.0 0.0 0.0
H 0.0 0.0 0.0
H 0.0 0.0 0.0
H 0.0 0.0 0.0
H 0.0 0.0 0.0
H 0.0 0.0 0.0
H 0.0 0.0 0.0
H 0.0 0.0 0.0
H 0.0 0.0 0.0
H 0.0 0.0 0.0
H 0.0 0.0 0.0
H 0.0 0.1 0.0
H 0.0 0.0 0.0
H 0.0 0.0 0.0
H 0.0 0.0 0.0
H 0.0 0.0 0.0
H 0.0 0.0 0.0

---

Below is a structure of composition C13H17N5OS2Tc at a distorted geometry, with properties calculated with the ωB97M-V functional and the def2-TZVPD basis.

HOMO energy (alpha / beta): -0.254 / -0.299 Eh
Kohn-Sham gap (alpha / beta): 6.7347 / 6.9554 eV
ΔE to the lowest compared entry with this formula, charge and spin: 3.1 kJ/mol
E_tot: -47121.0458 eV
LUMO level (alpha / beta): -0.2 / -1.2 eV
expectation value of S²: 3.80
F_max: 2.02 eV Å⁻¹
multiplicity: 4

Element x y z (Å)
Tc: 0.3500 0.8099 -0.3360
S: -1.4765 1.4922 -1.7272
S: 1.7928 1.7111 -2.0615
O: -0.8737 -6.0497 -0.5016
N: 1.7758 5.1533 -3.4006
N: -2.2020 4.8924 -2.9486
N: 0.3023 1.9158 0.9734
N: 0.3912 -3.6387 -1.0882
N: 0.3956 -1.2030 -0.7609
C: -1.5093 -5.1167 -1.3585
C: 1.2838 4.1964 -2.9956
C: 0.4019 -2.3513 -0.9068
C: 0.6885 3.0004 -2.4653
C: -0.4795 -4.2735 -2.0881
C: -1.5011 4.0198 -2.6850
C: 0.3078 4.2639 1.5355
C: -0.1123 -5.4040 0.5028
C: -0.6559 2.9175 -2.3209
C: 0.9923 -4.5614 -0.1126
C: -1.0906 2.6064 2.8108
C: 1.4196 2.5483 3.0050
C: 0.2347 2.8376 2.0860
H: -0.7638 -4.7726 1.1208
H: -0.9446 -3.5058 -2.7033
H: -0.5485 4.4691 0.8922
H: 0.1460 -4.9075 -2.7197
H: 1.3294 1.5543 3.4442
H: 2.3544 2.5996 2.4472
H: -2.1019 -5.6883 -2.0703
H: 0.3093 4.9831 2.3561
H: -2.1792 -4.4695 -0.7778
H: 1.2175 4.4005 0.9498
H: 1.4497 3.2869 3.8080
H: -1.9275 2.7667 2.1313
H: -1.1783 3.3016 3.6474
H: 1.5282 -3.9887 0.6420
H: 1.7001 -5.1979 -0.6468
H: 0.3165 -6.1850 1.1286
H: -1.1428 1.5870 3.1943

Forces on the atoms, in the same order (eV/Å):
Tc -0.3 2.0 0.0
S 0.1 -0.2 0.0
S -0.1 -0.3 0.2
O 0.0 0.0 0.0
N 0.0 0.0 0.0
N 0.0 0.0 0.0
N 0.4 -1.0 0.6
N 0.2 -0.1 0.0
N 0.1 -0.7 -0.3
C 0.0 0.0 0.0
C -0.1 -0.1 0.1
C -0.1 -0.1 -0.1
C 0.2 0.1 -0.1
C 0.0 0.0 0.0
C 0.1 -0.1 0.1
C 0.0 0.0 0.0
C 0.0 0.0 0.0
C -0.2 0.0 -0.1
C -0.1 0.0 0.0
C 0.0 0.0 0.0
C 0.0 0.0 0.0
C -0.2 0.3 -0.3
H 0.0 0.0 0.0
H 0.0 0.0 0.0
H 0.0 0.0 0.0
H 0.0 0.0 0.0
H 0.0 0.0 0.0
H 0.0 0.0 0.0
H 0.0 0.0 0.0
H 0.0 0.0 0.0
H 0.0 0.0 0.0
H 0.0 0.0 0.0
H 0.0 0.0 0.0
H 0.0 0.0 0.0
H 0.0 0.0 0.0
H 0.0 0.0 0.0
H 0.0 0.0 0.0
H 0.0 0.0 0.0
H 0.0 0.0 0.0

---

Below is a cluster of 2 separate species, C4H13NO2 in total at a distorted geometry, with properties calculated with the ωB97M-V functional and the def2-TZVPD basis.

HOMO energy: -0.317 Eh
Kohn-Sham gap: 9.5856 eV
ΔE to the lowest compared entry with this formula, charge and spin: 81.3 kJ/mol
SMILES: CNCCCO.O
E_tot: -9943.3541 eV
LUMO level: 1.0 eV
F_max: 1.52 eV Å⁻¹

Element x y z (Å)
O: -1.4169 -0.1408 1.1062
O: 0.5586 1.5427 2.1470
N: 0.7609 -1.0266 -0.4579
C: 0.3368 0.2572 -1.0363
C: 2.0994 -1.1202 0.0541
C: -2.0309 0.3533 -0.0921
C: -1.1513 0.2342 -1.3264
H: 0.5336 1.0164 -0.2717
H: 0.7618 1.5433 3.0858
H: 2.1563 -1.5551 1.0424
H: 2.5263 -0.1232 0.0887
H: 0.8950 0.4441 -1.9534
H: 2.7739 -1.7232 -0.5539
H: -0.3083 1.1030 2.0623
H: -2.3059 1.3776 0.1329
H: -0.5986 -0.6460 0.8816
H: -1.3900 1.0885 -1.9742
H: -1.4503 -0.6235 -1.9437
H: -2.9755 -0.1867 -0.2114
H: 0.2251 -1.8150 -0.7802

Forces on the atoms, in the same order (eV/Å):
O 0.3 -0.2 0.1
O -0.1 0.0 0.0
N -1.1 0.9 0.5
C 0.1 -0.9 0.3
C 0.4 -0.4 -0.4
C -0.1 -0.6 0.9
C -0.5 0.5 -0.7
H 0.2 0.2 -0.4
H 0.0 0.0 0.0
H -0.2 0.0 0.5
H 0.0 0.1 0.2
H 0.1 0.4 -0.1
H 0.1 -0.1 -0.4
H 0.2 0.0 -0.1
H 0.1 0.4 -0.2
H -0.4 0.2 -0.2
H 0.1 -0.1 0.1
H 0.3 -0.2 0.3
H 0.0 0.0 -0.2
H 0.6 -0.3 -0.2

---

- The highest E_tot belongs to which entry?
  C4H13NO2

---

- Which formula does entry 2 have?
  C7H8F3N4OS

---

- The lowest E_tot belongs to which entry?
  C41H57BI2N10O3S6SbSr